Record 1
Here is a cluster of 2 separate species, CH3NO4S in total from the OMol25 dataset. Energies are from wB97M-V/def2-TZVPD.

Geometry (Å):
C  1.64466  -0.14100  -0.19300
N  -2.27514  -0.55098  0.03701
O  -0.97812  -0.31965  -0.06057
O  -2.98606  0.29485  -0.38313
O  1.22912  2.28846  0.74913
O  -2.68747  -1.61017  0.54889
S  0.98131  1.51998  -0.45598
H  1.17075  -0.51994  0.68423
H  2.74150  -0.24897  -0.09530
H  1.15946  -0.71257  -0.83129

Summary:
HOMO energy (alpha / beta), eV: -10.772 / -9.302
2S+1: 1
Gap between HOMO and LUMO (alpha / beta), eV: 8.16 / 5.33

Record 2
Here is a cluster of 3 separate species, C6H18NO in total from the OMol25 dataset. Energies are from wB97M-V/def2-TZVPD.

Geometry (Å):
C  -1.29794  -1.67118  0.83441
C  0.16414  -1.07241  0.62682
C  0.22460  0.36276  1.16785
C  1.66346  0.80616  1.32505
C  -0.63630  1.31920  0.29374
C  -0.17195  2.75720  0.19296
N  0.62659  -1.15917  -0.64386
H  -1.62430  -1.59170  1.85713
H  -1.39268  -2.65480  0.39018
H  -1.90336  -1.01470  0.20593
H  0.87426  -1.74455  1.19580
H  -0.23591  0.36049  2.14654
H  2.29600  0.77469  0.44217
H  2.17894  0.26730  2.12894
H  1.78298  1.83900  1.66185
H  -1.66718  1.38209  0.67370
H  -0.89881  0.85207  -0.66619
H  -0.76072  3.35933  -0.50079
H  0.84287  2.80303  -0.19814
H  -0.17406  3.26822  1.15451
H  -1.68942  -1.31744  -3.00857
H  5.51037  -1.52039  -4.64128
H  0.73541  -2.17179  -0.83645
H  4.96824  -1.76331  -5.09828
H  -0.67336  -1.02406  -1.83811
O  -1.52492  -0.77162  -2.22181

Summary:
HOMO energy, eV: -14.882
Charge: +1
2S+1: 1
Gap between HOMO and LUMO, eV: 5.91

Energy relative to the best compared isomer or geometry (same formula, charge and spin), respectively: 119.9 154.2 kcal per mole.
Energy, respectively: -21593.4204 -10039.1460 eV.
Maximum force, respectively: 5.046 2.598 eV Å⁻¹.